# 1
The following is a quantum chemistry calculation of the molecule C3HF3O at a distorted geometry, from the OMol25 dataset.

Results
Molecular weight in g/mol: 110.034
Relative energy (zero: lowest compared OMol25 entry of this formula, charge and spin) in eV: 0.248
Largest force on an atom in eV/A: 6.0
HOMO in hartree: -0.3816
SMILES: O=C=CC(F)(F)F

Atoms and positions in Å:
O (1.52288, 1.86243, -0.40342)
C (0.38957, 1.67939, 0.00766)
C (-0.84378, 1.39845, 0.41457)
C (-1.66250, 0.57509, -0.56237)
F (-2.66845, 1.32379, -1.09171)
F (-0.97211, 0.15738, -1.62256)
F (-2.16736, -0.48539, 0.11178)
H (-1.03133, 1.50991, 1.43572)

Löwdin atomic charge list, values in e, 6 entries: atom 1 (O): 0.157, atom 2 (C): -0.092, atom 3 (C): 0.039, atom 4 (C): -0.609, atom 5 (F): 0.117, atom 6 (F): 0.153



# 2
The following is a quantum chemistry calculation of C4H4IN2OS as an isolated structure at a distorted geometry, from the OMol25 dataset.

Results
Molecular weight in g/mol: 255.060
Largest force on an atom in eV/A: 3.5
HOMO in hartree: -0.1320
Total charge: -1

Atoms and positions in Å:
C (-1.11128, 1.56018, -0.42087)
C (-1.87339, 2.59792, -0.14593)
C (-2.43496, -0.43673, -0.04138)
C (0.04849, -0.45054, 0.00077)
N (-1.23304, 0.14858, -0.26130)
N (-3.40837, 0.35301, -0.34271)
O (-2.53250, -1.58801, 0.39318)
S (-2.67827, 3.92850, 0.11461)
I (-5.15118, -0.49755, 0.02524)
H (0.01504, 1.84193, -0.31264)
H (0.37223, -0.14678, 0.93466)
H (-0.07991, -1.52854, -0.07498)
H (0.68381, -0.20889, -0.80527)

Löwdin atomic charge list, values in e, 6 entries: atom 1 (C): -0.192, atom 2 (C): -0.697, atom 3 (C): -0.923, atom 4 (C): -0.068, atom 5 (N): -0.123, atom 6 (N): -0.497



# 3
The following is a quantum chemistry calculation of an isolated ion of composition C8H7N2O2 and charge -1 at a distorted geometry, from the OMol25 dataset.

Results
Molecular weight in g/mol: 163.156
Relative energy (zero: lowest compared OMol25 entry of this formula, charge and spin) in eV: 2.675
Largest force on an atom in eV/A: 4.6
HOMO in hartree: -0.1766
Total charge: -1

Atoms and positions in Å:
C (1.98060, 1.08318, 1.11939)
C (0.74360, 0.56556, 0.83209)
C (0.74857, -0.70037, 1.37196)
C (-2.24748, -2.35948, 0.99566)
C (-0.47419, 1.06813, 0.13802)
C (-0.62687, -1.33866, -0.97396)
C (-1.26444, -0.14201, -0.30591)
C (-1.20241, -1.43483, 0.42946)
N (2.79278, 0.29639, 1.75713)
N (1.96556, -0.89343, 1.84099)
O (-2.30063, -2.70894, 2.13622)
O (-3.01890, -2.57915, 0.00567)
H (2.41785, 2.01095, 0.82029)
H (-1.14647, 1.54228, 0.95290)
H (-0.18157, 1.72060, -0.70419)
H (-1.21493, -1.80761, -1.69381)
H (0.39123, -1.58825, -1.10749)
H (-2.19008, 0.02693, -0.60050)
H (2.30174, -1.72450, 2.32941)

Löwdin atomic charge list, values in e, 6 entries: atom 1 (C): -0.228, atom 2 (C): -0.296, atom 3 (C): -0.023, atom 4 (C): -0.739, atom 5 (C): -0.121, atom 6 (C): -0.057